76
Properties=species:S:1:pos:R:3 method="wB97M-V/def2-TZVPD" homo_lumo_gap_ev="6.2 / 6.2" energy_ha=-3060.461134 multiplicity=2 total_charge=+1
Ce -0.278 0.501 0.243
S 7.355 -0.023 -0.863
C 7.754 -0.008 -2.522
C 6.650 0.004 -3.320
C 5.450 0.002 -2.590
C 5.644 -0.010 -1.227
C 4.682 0.000 -0.154
C 3.289 0.047 -0.371
N 2.384 0.068 0.592
C 2.802 0.045 1.884
C 4.177 -0.014 2.214
C 4.584 -0.071 3.581
C 3.680 -0.035 4.584
C 2.285 0.060 4.298
C 1.326 0.118 5.310
C -0.028 0.171 4.992
C -0.361 0.213 3.624
N 0.526 0.185 2.645
C 1.843 0.097 2.952
C -1.056 0.168 5.999
C -2.398 0.429 5.852
C -3.104 0.333 7.062
C -2.308 0.001 8.117
S -0.676 -0.209 7.658
C 5.103 -0.020 1.173
H 8.786 -0.009 -2.814
H 6.702 0.018 -4.393
H 4.486 0.008 -3.067
H 2.909 0.069 -1.389
H 5.641 -0.157 3.777
H 3.984 -0.091 5.618
H 1.641 0.119 6.343
H -1.406 0.248 3.321
H -2.870 0.689 4.921
H -4.160 0.514 7.141
H -2.592 -0.129 9.144
H 6.159 -0.037 1.397
F -5.475 2.696 0.836
C -4.148 2.795 0.606
C -3.695 3.039 -0.679
C -2.339 3.146 -0.905
C -1.397 2.962 0.130
C 0.048 2.934 -0.145
C -1.908 2.736 1.435
C -3.270 2.651 1.667
H -4.401 3.174 -1.482
H -1.983 3.388 -1.897
H 0.630 3.390 0.672
H 0.286 3.437 -1.090
H -1.220 2.710 2.284
H -3.661 2.521 2.664
C -2.081 1.393 -5.070
C -1.118 0.962 -4.171
C -1.495 0.390 -2.968
C -2.845 0.268 -2.616
C -3.796 0.707 -3.542
C -3.423 1.255 -4.753
C -3.310 -0.291 -1.349
C -2.558 -0.403 -0.231
C -3.236 -0.870 1.002
C -2.517 -1.637 1.933
C -3.066 -1.993 3.150
C -4.354 -1.591 3.474
C -5.097 -0.874 2.550
C -4.554 -0.528 1.325
H -1.788 1.818 -6.018
H -0.069 1.052 -4.424
H -0.708 -0.048 -2.324
H -4.844 0.613 -3.301
H -4.180 1.568 -5.457
H -4.356 -0.598 -1.362
H -1.504 -1.978 1.671
H -2.496 -2.577 3.859
H -4.770 -1.837 4.438
H -6.109 -0.584 2.791
H -5.142 0.045 0.625